<w>
Here is a 2-piece molecular cluster, C2H8NO2 overall from OMol25. Energies are from wB97M-V/def2-TZVPD.

Last column: natural (NBO) charge in e.
Cartesian coordinates (Å):
1 C -2.097 -1.152 -0.229  -0.2251
2 O -1.878 0.030 -0.878  -0.8033
3 H -1.793 -2.097 -0.807  0.1214
4 H -1.530 -1.180 0.761  0.1330
5 H -3.139 -1.315 0.164  0.1288
6 N 2.565 0.616 0.834  -0.9022
7 C 1.040 0.335 0.742  0.1193
8 O 0.530 0.267 -0.563  -0.9362
9 H 2.787 0.634 -0.186  0.3548
10 H 2.635 1.623 1.090  0.3229
11 H 0.840 -0.578 1.331  0.0925
12 H 0.515 1.123 1.319  0.0846
13 H -0.819 0.062 -0.868  0.5094

Charge: -1
Orbital gap, eV: 7.98
HOMO energy, hartree: -0.1280

<x>
Here is a 2-piece molecular cluster, C2H8NO2 overall from OMol25. Energies are from wB97M-V/def2-TZVPD.

Last column: natural (NBO) charge in e.
Cartesian coordinates (Å):
1 C 0.892 -0.722 -0.218  -0.0644
2 O -0.030 -1.569 0.380  -0.8103
3 C 0.252 0.276 -1.152  -0.2405
4 N -0.410 1.398 -0.483  -0.8771
5 H 1.629 -1.327 -0.769  0.1321
6 H 1.443 -0.135 0.549  0.1177
7 H -0.494 -0.229 -1.767  0.1783
8 H 0.991 0.701 -1.857  0.1486
9 H 0.302 1.922 0.009  0.3177
10 H -0.965 1.000 0.286  0.4208
11 H -1.276 -0.286 2.500  0.4176
12 H -0.714 -0.939 0.899  0.4955
13 O -1.620 -0.090 1.622  -1.2360

Charge: -1
Orbital gap, eV: 8.24
HOMO energy, hartree: -0.1383

<y>
Here is a 2-piece molecular cluster, C2H8NO2 overall from OMol25. Energies are from wB97M-V/def2-TZVPD.

Last column: natural (NBO) charge in e.
Cartesian coordinates (Å):
1 C 0.929 -1.329 2.052  -0.2592
2 O 1.524 -0.717 0.905  -0.8008
3 H 0.470 -0.623 2.955  0.1326
4 H 1.797 -1.591 2.761  0.1396
5 H 0.236 -2.274 1.889  0.1477
6 N -1.524 1.012 -2.151  -0.9162
7 C -0.274 1.151 -1.299  0.1094
8 O -0.568 0.566 -0.035  -0.9510
9 H -2.188 0.604 -1.547  0.3635
10 H -1.311 0.514 -2.929  0.3226
11 H -0.231 2.287 -1.282  0.0870
12 H 0.549 0.730 -1.802  0.1049
13 H 0.592 -0.328 0.484  0.5199

Charge: -1
Orbital gap, eV: 7.84
HOMO energy, hartree: -0.1264

<z>
Here is a 2-piece molecular cluster, C2H8NO2 overall from OMol25. Energies are from wB97M-V/def2-TZVPD.

Last column: natural (NBO) charge in e.
Cartesian coordinates (Å):
1 C 0.772 -0.409 2.037  -0.2396
2 O 0.044 -1.176 1.077  -0.8123
3 H 1.232 -1.151 2.746  0.1488
4 H 1.478 0.278 1.597  0.1446
5 H 0.035 0.258 2.700  0.1227
6 N 0.108 0.230 -2.296  -0.9015
7 C -0.648 0.721 -1.108  0.0945
8 O -1.547 -0.222 -0.542  -0.9389
9 H 0.609 -0.498 -1.937  0.3482
10 H -0.545 0.022 -3.027  0.3394
11 H 0.109 0.935 -0.279  0.0893
12 H -1.026 1.668 -1.453  0.0999
13 H -0.622 -0.656 0.484  0.5047

Charge: -1
Orbital gap, eV: 7.71
HOMO energy, hartree: -0.1235

<x> comes first in stability; the runner-up is 18.3 kcal/mol higher.

<w>
Here is a 2-piece molecular cluster, C2H8NO2 overall from OMol25. Energies are from wB97M-V/def2-TZVPD.

Last column: natural (NBO) charge in e.
Cartesian coordinates (Å):
1 C 0.178 -0.851 0.245  -0.0609
2 O 0.348 0.009 1.335  -0.9666
3 C 0.450 -0.159 -1.102  -0.2566
4 N 1.385 0.957 -0.977  -0.8858
5 H -0.881 -1.226 0.387  0.1146
6 H 0.853 -1.759 0.207  0.0864
7 H -0.444 0.317 -1.578  0.1458
8 H 0.615 -0.813 -1.967  0.1520
9 H 2.309 0.645 -1.396  0.3184
10 H 1.476 1.026 0.108  0.4095
11 H -2.720 0.119 1.446  0.4431
12 H -1.272 0.745 1.610  0.5267
13 O -2.297 0.991 1.683  -1.0267

Charge: -1
Orbital gap, eV: 7.77
HOMO energy, hartree: -0.1194

<x>
Here is C2H8NO2 as an isolated structure from OMol25. Energies are from wB97M-V/def2-TZVPD.

Last column: natural (NBO) charge in e.
Cartesian coordinates (Å):
1 C -1.981 0.667 0.165  -0.2246
2 O -1.189 0.335 -0.913  -0.8875
3 H -2.764 1.376 -0.159  0.1325
4 H -1.388 1.125 1.006  0.0929
5 H -2.347 -0.220 0.707  0.1254
6 N 1.530 0.833 0.256  -0.8952
7 C 1.463 -0.663 0.407  0.1207
8 O 0.391 -1.333 -0.135  -0.8510
9 H 0.953 1.088 1.051  0.3477
10 H 1.149 1.014 -0.661  0.3748
11 H 1.535 -0.886 1.481  0.0906
12 H 2.418 -1.100 0.031  0.0899
13 H -0.384 -0.543 -0.531  0.4839

Charge: -1
Orbital gap, eV: 8.30
HOMO energy, hartree: -0.1375

<x> comes first in stability; the runner-up is 1.8 kcal/mol higher.

<w>
Here is a 2-piece molecular cluster, CH3ClNO2S overall from OMol25. Energies are from wB97M-V/def2-TZVPD.

Last column: natural (NBO) charge in e.
Cartesian coordinates (Å):
1 C 0.613 2.466 -0.364  -0.2773
2 N -1.511 -1.022 0.284  -1.0944
3 O 1.008 -1.138 1.257  -1.0228
4 O 0.710 -1.510 -1.147  -1.0555
5 S 0.262 -0.774 0.062  1.6512
6 Cl 1.283 2.324 1.183  0.0185
7 H 1.385 2.463 -1.160  0.0971
8 H -1.953 -0.821 -0.582  0.3512
9 H -1.796 -1.987 0.466  0.3320

Charge: -1
Orbital gap (alpha / beta), eV: 6.33 / 6.33
HOMO energy (alpha / beta), hartree: -0.1199 / -0.1199

<x>
Here is an isolated ion of composition CH3ClNO2S and charge -1 from OMol25. Energies are from wB97M-V/def2-TZVPD.

Last column: natural (NBO) charge in e.
Cartesian coordinates (Å):
1 C -0.292 -0.866 0.737  -0.4613
2 N -0.499 0.018 -0.365  -0.6711
3 O 0.926 1.688 -1.844  -1.0063
4 O 0.749 2.088 0.645  -1.0165
5 S 1.054 1.116 -0.498  1.5748
6 Cl -1.084 -0.869 -1.723  0.0088
7 H 0.665 -1.422 0.616  0.1581
8 H -0.302 -0.130 1.589  0.2324
9 H -1.217 -1.622 0.843  0.1812

Charge: -1
Orbital gap, eV: 7.52
HOMO energy, hartree: -0.1389

<x> comes first in stability; the runner-up is 61.3 kcal/mol higher.

<w>
Here is an isolated ion of composition C11H19N2O and charge +1 from OMol25. Energies are from wB97M-V/def2-TZVPD.

Last column: natural (NBO) charge in e.
Cartesian coordinates (Å):
1 C -3.978 -0.844 0.732  -0.6574
2 C -2.715 -0.253 0.125  -0.0731
3 C -1.642 -0.872 -0.415  0.0429
4 C -1.471 -2.361 -0.754  -0.6705
5 C -0.676 0.275 -1.014  0.1093
6 N 0.703 0.210 -0.385  -0.3885
7 C 1.747 0.816 -1.181  -0.2458
8 C 3.169 0.405 -0.667  -0.4013
9 C 3.290 0.700 0.749  -0.4268
10 C 2.165 0.149 1.573  -0.4659
11 C 0.827 0.593 1.120  -0.2324
12 N -1.361 1.461 -0.740  -0.6754
13 C -2.503 1.224 0.073  0.6604
14 O -3.060 2.239 0.427  -0.5291
15 H -4.678 0.033 1.062  0.2644
16 H -3.716 -1.336 1.634  0.2393
17 H -4.426 -1.619 0.075  0.2438
18 H -1.168 -2.551 -1.744  0.2337
19 H -2.547 -2.855 -0.697  0.2568
20 H -0.771 -2.855 -0.131  0.2329
21 H -0.472 0.018 -2.093  0.2096
22 H 0.954 -0.784 -0.774  0.4535
23 H 1.750 1.840 -1.269  0.2223
24 H 1.609 0.516 -2.183  0.2175
25 H 4.035 0.941 -1.291  0.2550
26 H 3.299 -0.638 -0.774  0.2048
27 H 4.124 0.070 1.133  0.2462
28 H 3.411 1.819 0.883  0.2216
29 H 2.307 -0.954 1.887  0.2372
30 H 2.302 0.509 2.621  0.2588
31 H -0.070 0.001 1.536  0.2454
32 H 0.710 1.676 1.460  0.2718
33 H -1.147 2.428 -0.978  0.4392

SMILES: CC1=C(C)[C@H]([NH+]2CCCCC2)NC1=O
Charge: +1
Orbital gap, eV: 10.28
HOMO energy, hartree: -0.4957

<x>
Here is a 2-piece molecular cluster, C11H19N2O overall from OMol25. Energies are from wB97M-V/def2-TZVPD.

Last column: natural (NBO) charge in e.
Cartesian coordinates (Å):
1 C -0.324 2.373 -2.040  0.3226
2 C 0.334 -0.413 0.150  -0.0916
3 C 1.356 -0.609 0.901  0.0239
4 C 0.768 -1.794 -0.055  -0.2083
5 C -1.267 1.358 -0.258  0.4685
6 C 1.818 0.444 3.066  -0.6039
7 C 0.739 -3.221 -2.169  -0.6067
8 C -3.635 1.790 0.173  -0.6106
9 C 2.417 -0.525 2.006  -0.4551
10 C 1.507 -2.236 -1.270  -0.4265
11 C -2.435 0.799 0.412  -0.5110
12 N -0.010 3.059 -0.970  -0.2273
13 N -1.179 1.400 -1.710  -0.5290
14 O -0.661 2.578 0.173  -0.3076
15 H 0.201 2.441 -2.984  0.2667
16 H 0.341 -2.582 0.555  0.1893
17 H 1.637 -0.111 4.096  0.2290
18 H 0.880 0.850 2.752  0.2132
19 H 2.487 1.225 3.255  0.2200
20 H 0.904 -4.312 -1.799  0.2129
21 H 1.233 -3.112 -3.089  0.2212
22 H -0.280 -3.086 -2.057  0.2054
23 H -4.120 1.828 -0.731  0.2189
24 H -3.174 2.769 0.261  0.2006
25 H -4.287 1.729 1.105  0.2400
26 H 2.630 -1.723 2.292  0.2434
27 H 3.332 -0.178 1.474  0.2450
28 H 1.660 -1.327 -1.904  0.1914
29 H 2.452 -2.723 -0.816  0.2223
30 H -2.565 -0.360 0.275  0.2736
31 H -2.237 0.905 1.509  0.2613
32 H 0.298 4.076 -0.886  0.4655
33 H -1.137 0.603 -2.267  0.4431

Charge: +1
Orbital gap (alpha / beta), eV: 6.74 / 6.66
HOMO energy (alpha / beta), hartree: -0.3932 / -0.3931

<w> comes first in stability; the runner-up is 167.9 kcal/mol higher.

<w>
Here is a single C6H7NO3 molecule from OMol25. Energies are from wB97M-V/def2-TZVPD.

Last column: natural (NBO) charge in e.
Cartesian coordinates (Å):
1 O 0.873 1.948 -0.471  -0.6702
2 C -0.167 1.061 -0.459  0.4198
3 C -1.485 1.378 -0.134  -0.3387
4 C -2.142 0.114 -0.103  -0.3878
5 C -1.138 -0.807 -0.119  0.4431
6 O -1.224 -2.133 -0.047  -0.6775
7 N 0.043 -0.322 -0.446  -0.4180
8 C 1.232 -1.022 -0.508  0.2261
9 C 2.139 -0.885 0.591  -0.1019
10 O 2.392 -0.291 -0.629  -0.4731
11 H 1.608 1.349 -0.691  0.4862
12 H -1.824 2.298 -0.260  0.2152
13 H -3.087 -0.076 0.262  0.2100
14 H -2.102 -2.395 0.152  0.4918
15 H 1.329 -1.883 -1.057  0.2001
16 H 1.733 -0.172 1.373  0.1862
17 H 2.662 -1.667 0.964  0.1887

SMILES: Oc1ccc(O)n1[C@@H]1CO1
Orbital gap, eV: 7.67
HOMO energy, hartree: -0.2578

<x>
Here is C6H7NO3 as an isolated structure from OMol25. Energies are from wB97M-V/def2-TZVPD.

Last column: natural (NBO) charge in e.
Cartesian coordinates (Å):
1 O 2.616 1.615 -0.257  -0.5384
2 C 1.547 1.213 0.091  0.8021
3 O 0.548 1.940 0.668  -0.4653
4 C -0.305 0.770 0.816  0.0346
5 C -1.614 0.948 0.090  0.5615
6 N -2.548 0.039 0.033  -0.7688
7 C 0.779 -0.062 0.139  -0.2047
8 C 0.700 -1.126 -0.916  -0.3824
9 C 1.272 -1.448 0.425  -0.3864
10 H -0.482 0.542 1.874  0.2076
11 H -0.300 -1.493 -1.156  0.2344
12 H 1.377 -1.023 -1.764  0.2407
13 H 2.351 -1.574 0.519  0.2392
14 H 0.665 -2.035 1.116  0.2249
15 O -1.573 1.508 -1.091  -0.6615
16 H -2.571 -0.553 0.859  0.3512
17 H -2.460 0.740 -1.446  0.5115

Orbital gap, eV: 10.78
HOMO energy, hartree: -0.3815

<y>
Here is a single C6H7NO3 molecule from OMol25. Energies are from wB97M-V/def2-TZVPD.

Last column: natural (NBO) charge in e.
Cartesian coordinates (Å):
1 H -2.553 1.775 -1.001  0.3565
2 N -3.212 1.104 -0.615  -0.6878
3 C -2.697 0.399 0.352  0.4970
4 O -3.580 -0.531 0.662  -0.6584
5 C -1.334 -0.095 0.284  -0.0694
6 C -0.179 -0.457 0.270  0.0316
7 C 1.200 -0.960 0.287  0.0196
8 C 1.332 -2.284 -0.453  -0.6082
9 O 2.067 0.006 -0.330  -0.4888
10 C 2.860 0.750 0.436  0.6471
11 O 3.625 1.544 -0.039  -0.5436
12 H -4.290 -0.186 -0.206  0.5153
13 H 1.503 -1.094 1.337  0.2087
14 H 1.074 -2.158 -1.512  0.2304
15 H 2.362 -2.649 -0.365  0.2242
16 H 0.652 -3.021 -0.008  0.2278
17 H 2.748 0.569 1.523  0.0979

SMILES: [H]/N=C(/O)C#C[C@@H](C)OC=O
Orbital gap, eV: 9.90
HOMO energy, hartree: -0.3698

<x> comes first in stability; the runner-up is 8.6 kcal/mol higher.